C28H47Br2N4O4 | wB97M-V/def2-TZVPD

Values from the calculation:
Kohn-Sham gap in eV: 5.826
Net charge: +1
HOMO level in eV: -10.275
LUMO energy in eV: -4.4
SMILES: [H]/N=C(\N)NCCCC[C@H]1[C@H](CC)[C@H](CCCCOC=O)C(/C(Br)=C(\C)Br)=[N+]1CCCCCCOC(=O)C=C

The geometry in XYZ format:
```
85
C28H47Br2N4O4 (wB97M-V/def2-TZVPD)
H -5.53980 -1.28191 -5.00388
N -4.50337 -1.04279 -5.00834
C -3.81706 -2.18044 -4.64966
N -4.68964 -3.42393 -4.37959
N -2.30547 -2.29963 -4.50835
C -1.60810 -0.96161 -4.58806
C -0.10782 -0.90906 -3.93430
C 0.02292 -1.52326 -2.42114
C 0.73311 -0.48661 -1.33214
C -0.46386 0.43433 -0.69322
C -1.64040 -0.29784 0.22472
C -3.21267 0.04009 -0.18533
C -3.62536 -0.47870 -1.68964
C -1.31878 0.48916 1.62594
C -2.41483 0.47692 2.84842
C -2.38049 -1.05937 3.49562
C -2.79062 -1.06749 5.11406
C -4.14647 -1.98047 5.26902
O -3.77056 -3.34884 5.70594
C -3.78134 -4.27890 4.56218
O -3.01146 -5.38706 4.63541
C -0.61675 1.89433 1.15813
C -0.55342 3.20206 2.19068
Br 0.72155 3.30127 3.75983
C -1.46433 4.38638 1.92989
C -2.54457 4.47468 0.69633
Br -1.39716 5.98958 3.16894
N -0.11657 1.82730 -0.14434
C 0.63791 2.96341 -0.86392
C 1.98571 3.45558 -0.05908
C 3.38958 3.23269 -0.88408
C 4.08416 1.86241 -0.23919
C 5.45160 1.39405 -1.01726
C 6.65139 0.85945 0.01776
O 6.55765 -0.60795 0.26521
C 7.93000 -1.16197 0.40542
O 8.90908 -0.53368 1.11420
C 8.40605 -2.61577 -0.26826
C 8.19039 -3.92294 0.46401
H -4.32758 -4.20795 -4.98116
H -4.62574 -3.65770 -3.36074
H -2.16561 -2.78563 -3.59600
H -2.20935 -0.05712 -4.15419
H -1.47047 -0.73054 -5.75144
H 0.19118 0.24505 -3.87738
H 0.66122 -1.41307 -4.65889
H -0.96646 -1.96015 -1.97225
H 0.78150 -2.44196 -2.50038
H 1.62817 0.11919 -1.79438
H 1.17920 -1.17223 -0.47138
H -1.09245 0.72307 -1.65767
H -1.37224 -1.42759 0.48667
H -3.90308 -0.57328 0.57075
H -3.36842 1.20240 -0.02717
H -3.46089 0.41146 -2.43099
H -3.11887 -1.48616 -2.00430
H -4.79444 -0.69098 -1.66687
H -0.38255 -0.11695 2.04816
H -2.07670 1.30370 3.61586
H -3.52081 0.67184 2.51564
H -1.28034 -1.52107 3.46860
H -3.06794 -1.81459 2.91759
H -2.88964 0.03283 5.50138
H -1.94803 -1.59403 5.77270
H -4.81749 -1.52426 6.11311
H -4.76772 -2.06114 4.27718
H -4.41202 -4.11366 3.56234
H -3.12068 5.51786 0.72709
H -3.32718 3.60866 0.81365
H -2.07862 4.38735 -0.37299
H -0.04898 3.89726 -1.02233
H 0.95938 2.56531 -1.91771
H 2.09698 2.85024 0.96192
H 1.94204 4.60083 0.26515
H 3.25537 3.14011 -2.04825
H 4.12915 4.13623 -0.64249
H 4.23190 1.97872 0.93310
H 3.25535 1.01297 -0.36212
H 5.89564 2.36132 -1.54103
H 5.13554 0.55815 -1.79046
H 7.66468 1.05693 -0.57433
H 6.67334 1.48044 1.02772
H 8.95108 -2.69431 -1.30793
H 8.56501 -4.03708 1.57194
H 7.63139 -4.83185 -0.03368
```